Model P:
{
  "formula": "H41O20",
  "method": "the ωB97M-V functional and the def2-TZVPD basis",
  "elements": ["O", "H", "O", "H", "H", "O", "H", "H", "O", "H", "H", "O", "H", "H", "O", "H", "H", "O", "H", "H", "O", "H", "H", "O", "H", "H", "O", "H", "H", "O", "H", "H", "O", "H", "H", "O", "H", "H", "O", "H", "H", "O", "H", "H", "O", "H", "H", "O", "H", "H", "O", "H", "H", "O", "H", "H", "O", "H", "H", "H", "H"],
  "xyz": [[2.474, -0.913, 0.128], [2.013, -0.321, -0.511], [1.044, 0.986, -1.259], [0.916, 1.750, -0.614], [1.644, 1.306, -1.936], [1.567, 1.672, -3.729], [2.463, 1.941, -3.695], [1.517, 0.701, -3.862], [1.799, -2.056, -3.170], [2.013, -2.192, -2.224], [0.983, -2.558, -3.330], [-1.613, -0.358, 2.905], [-2.809, -1.266, 1.928], [-1.269, 0.326, 3.445], [-3.137, -1.506, 1.140], [-2.826, -2.843, 0.157], [-2.924, -0.911, 0.404], [-2.981, -2.898, -0.940], [-2.942, -3.903, -1.049], [-2.114, -2.448, -1.417], [-1.020, 2.694, -0.123], [-1.238, 3.029, 0.702], [-1.750, 2.938, -0.560], [-1.337, 0.153, -0.402], [-1.912, 0.648, -0.952], [-1.105, -0.362, 2.101], [-1.041, 1.730, -3.190], [-0.205, 1.502, -3.651], [-0.957, 2.629, -2.834], [4.116, 1.067, 1.131], [5.014, 1.176, 0.661], [3.693, 2.000, 1.272], [2.344, 3.005, 1.731], [1.766, 3.827, 1.835], [2.382, 2.608, 2.626], [-1.378, -4.170, 0.512], [-0.715, -4.871, 0.646], [-1.480, -3.816, 1.416], [3.423, 0.086, -2.246], [3.900, -0.577, -2.611], [3.040, -0.310, -1.413], [-2.370, -0.474, -3.942], [-2.114, 0.453, -3.751], [-3.331, -0.534, -3.765], [-0.727, 1.339, 4.666], [-1.498, 1.511, 5.110], [-0.188, 0.661, 5.212], [-2.686, 3.593, 1.833], [-3.602, 3.944, 1.701], [-2.384, 3.804, 2.806], [-1.032, -1.884, -2.133], [-0.896, -1.205, -1.526], [-1.689, -1.416, -2.874], [-0.445, -3.200, 2.962], [0.034, -3.689, 3.614], [0.021, -2.199, 2.833], [2.764, -0.153, 2.898], [3.307, 0.481, 2.362], [3.094, -0.944, 2.690], [2.963, -0.359, 0.702], [-0.578, 0.774, -0.421]],
  "lowdin_charge": [-0.053, 0.002, -0.085, 0.093, 0.015, -0.042, 0.052, 0.082, -0.066, 0.040, 0.034, -0.031, -0.049, -0.039, 0.012, 0.157, 0.051, 0.048, 0.159, 0.054, 0.029, -0.009, -0.008, -0.053, 0.032, 0.030, -0.057, 0.036, 0.072, -0.117, 0.141, 0.071, -0.072, 0.109, 0.067, -0.069, 0.075, 0.021, -0.035, -0.008, 0.005, -0.034, 0.025, 0.093, -0.026, 0.008, 0.137, -0.097, 0.076, 0.119, -0.040, -0.026, 0.103, -0.110, 0.023, 0.157, -0.035, -0.016, -0.043, -0.033, 0.023],
  "total_charge": 1,
  "homo_lumo_gap_ev": 10.5
}

Model Q:
{
  "formula": "H41O20",
  "method": "the ωB97M-V functional and the def2-TZVPD basis",
  "elements": ["O", "H", "O", "H", "H", "O", "H", "H", "O", "H", "H", "O", "H", "H", "O", "H", "H", "O", "H", "H", "O", "H", "H", "O", "H", "H", "O", "H", "H", "O", "H", "H", "O", "H", "H", "O", "H", "H", "O", "H", "H", "O", "H", "H", "O", "H", "H", "O", "H", "H", "O", "H", "H", "O", "H", "H", "O", "H", "H", "H", "H"],
  "xyz": [[-0.095, -0.132, -0.643], [-0.796, -0.766, -1.067], [-2.075, 2.679, -4.482], [-2.961, 2.541, -4.818], [-1.726, 3.491, -4.855], [2.436, 2.703, -1.159], [2.848, 1.846, -1.116], [2.342, 3.263, -1.927], [-3.343, -1.280, 3.397], [-3.678, -1.777, 2.653], [-2.491, -0.935, 3.133], [-0.648, 0.853, 1.620], [0.932, 3.159, -0.298], [-0.232, 1.648, 1.996], [0.002, 3.091, -0.579], [-3.112, 2.706, -0.312], [-0.690, 3.733, -0.449], [-3.382, 3.339, 0.351], [-3.986, 4.056, 0.182], [0.885, 0.846, 3.839], [-4.156, 0.489, 1.701], [-5.021, 0.597, 2.117], [-3.976, 1.423, 1.539], [3.994, -2.754, 3.154], [4.482, -2.654, 2.331], [-0.254, 0.097, 2.057], [0.689, -2.478, -2.956], [0.735, -1.548, -3.215], [1.443, -2.840, -3.432], [-1.634, -1.864, -1.850], [-1.020, -2.261, -2.498], [0.266, 0.454, -1.371], [2.887, -0.368, -4.068], [2.483, -0.820, -3.322], [3.570, 0.163, -3.648], [4.870, 3.156, 0.184], [3.946, 3.232, -0.113], [5.299, 3.656, -0.517], [-2.546, -3.933, -0.370], [-3.002, -4.040, 0.459], [-2.948, -4.691, -0.812], [0.593, -3.668, 3.662], [-1.585, -2.427, -1.052], [1.121, -4.250, 4.213], [-0.942, -0.505, -4.448], [-1.565, 0.198, -4.231], [-0.845, -0.551, -5.401], [1.985, -1.659, 1.824], [1.987, -1.668, 2.787], [2.505, -0.874, 1.630], [0.976, 1.762, 3.554], [1.212, -3.072, 3.237], [0.896, 2.310, 4.341], [0.850, 1.252, -2.682], [0.550, 0.837, -3.500], [0.745, 2.195, -2.584], [-0.395, -1.310, 4.809], [-1.245, -1.345, 4.372], [-0.359, -2.049, 5.404], [-0.414, 0.360, 0.206], [3.592, -3.615, 3.024]],
  "lowdin_charge": [0.136, 0.092, -0.046, 0.042, 0.043, -0.044, 0.079, 0.085, -0.041, 0.032, 0.001, -0.010, 0.029, 0.063, -0.058, 0.039, 0.040, -0.037, 0.047, 0.029, -0.065, 0.052, 0.006, -0.047, 0.049, 0.046, -0.035, 0.004, 0.075, -0.047, 0.027, 0.069, -0.035, 0.002, 0.046, -0.067, -0.012, 0.035, -0.030, 0.045, 0.067, -0.037, 0.044, 0.050, -0.028, 0.039, 0.069, -0.055, 0.010, 0.051, -0.040, -0.022, 0.068, -0.045, 0.044, 0.040, -0.038, -0.001, 0.037, 0.072, 0.036],
  "total_charge": 1,
  "homo_lumo_gap_ev": 10.1
}

Model R:
{
  "formula": "H41O20",
  "method": "the ωB97M-V functional and the def2-TZVPD basis",
  "elements": ["O", "H", "O", "H", "H", "O", "H", "H", "O", "H", "H", "O", "H", "H", "O", "H", "H", "O", "H", "H", "O", "H", "H", "O", "H", "H", "O", "H", "H", "O", "H", "H", "O", "H", "H", "O", "H", "H", "O", "H", "H", "O", "H", "H", "O", "H", "H", "O", "H", "H", "O", "H", "H", "O", "H", "H", "O", "H", "H", "H", "H"],
  "xyz": [[-3.247, -4.053, 0.924], [-4.231, -4.295, 1.005], [2.224, 2.184, -0.355], [1.643, 2.213, 0.415], [3.067, 1.833, -0.021], [-0.573, 4.013, 2.614], [-0.263, 3.326, 3.214], [0.213, 4.604, 2.768], [3.073, 2.399, -2.732], [3.451, 3.214, -3.050], [2.272, 2.491, -2.203], [2.679, 1.064, 2.340], [1.047, -1.512, 2.348], [3.264, 0.335, 2.604], [0.440, -2.238, 2.116], [1.175, -1.653, -3.258], [-0.088, -2.676, 2.829], [1.287, -2.614, -3.432], [0.532, -3.183, -3.318], [0.261, 2.999, -5.477], [-1.369, 0.398, -1.950], [-0.489, 0.153, -1.636], [-1.323, 0.436, -2.901], [-2.355, -0.957, 0.116], [-2.380, 0.082, 0.339], [3.104, 1.762, 2.861], [-4.154, -0.825, -1.847], [-4.688, -1.311, -1.242], [-4.078, 0.114, -1.929], [0.050, 1.350, 2.024], [0.596, 0.616, 2.500], [-0.624, 1.597, 2.661], [2.874, -1.941, 0.411], [3.339, -2.423, -0.292], [2.546, -2.602, 1.026], [3.424, -1.153, -2.319], [3.300, -1.168, -3.285], [4.279, -1.586, -2.421], [-1.924, 2.586, 0.589], [-0.982, 2.592, 0.412], [-2.151, 3.298, 1.188], [0.232, -0.957, -0.445], [0.450, -0.352, 0.298], [1.038, -1.513, -0.323], [-3.636, 1.035, 1.416], [-2.915, 1.391, 2.019], [-3.782, 1.766, 0.820], [-1.193, -3.029, 4.198], [-1.117, -3.980, 4.432], [-2.036, -2.895, 3.685], [-0.658, 2.776, -5.515], [-1.366, -1.020, 0.012], [-0.964, 2.374, -4.704], [1.051, -0.279, 3.988], [0.382, -0.729, 4.537], [1.994, -0.209, 4.408], [1.457, 0.176, -2.934], [1.371, 0.362, -2.000], [2.399, 0.580, -3.067], [-3.263, -3.537, 1.731], [-2.579, -0.945, -0.911]],
  "lowdin_charge": [-0.077, 0.090, -0.054, 0.015, 0.067, -0.060, 0.023, 0.090, -0.063, 0.051, 0.011, -0.049, 0.009, 0.064, -0.082, -0.005, 0.011, -0.074, 0.026, 0.022, -0.040, -0.005, 0.058, 0.120, 0.151, 0.079, -0.005, 0.059, 0.054, -0.108, 0.038, 0.022, -0.050, 0.055, 0.035, -0.073, 0.058, 0.063, -0.070, 0.037, 0.043, -0.062, 0.064, 0.070, -0.073, 0.071, 0.037, -0.062, 0.091, 0.078, -0.036, 0.070, 0.012, -0.107, 0.076, 0.134, -0.109, -0.004, 0.081, -0.004, 0.137],
  "total_charge": 1,
  "homo_lumo_gap_ev": 9.7
}

Stability, highest: model Q

Model P:
{
  "formula": "H14O6S2",
  "method": "the ωB97M-V functional and the def2-TZVPD basis",
  "elements": ["S", "S", "H", "H", "O", "H", "H", "O", "H", "H", "O", "H", "H", "O", "H", "H", "O", "H", "H", "O", "H", "H"],
  "xyz": [[-1.007, -1.919, -0.572], [0.349, -3.410, -0.414], [-0.752, -1.392, -1.800], [-0.077, -4.404, -1.243], [0.508, 2.259, 1.901], [0.647, 1.337, 2.186], [1.490, 2.539, 1.838], [-1.852, 0.279, 2.438], [-1.274, 1.003, 2.218], [-1.905, 0.279, 3.299], [-0.043, 0.855, -2.435], [-0.153, 1.006, -3.356], [-0.017, 1.707, -1.966], [-1.134, 3.584, -1.139], [-1.580, 2.810, -1.329], [-0.770, 3.660, -0.206], [2.549, 2.422, -0.452], [3.143, 3.063, -0.029], [3.062, 1.685, -0.739], [0.890, -0.355, 1.552], [-0.057, -0.158, 1.246], [1.420, -0.232, 0.738]],
  "lowdin_charge": [0.263, 0.225, -0.191, -0.193, -0.119, -0.015, 0.076, 0.034, 0.009, -0.041, -0.063, 0.026, 0.019, -0.046, -0.024, 0.076, -0.042, 0.052, 0.024, -0.131, 0.007, 0.054],
  "smiles": "SS.O.O.O.O.O.O",
  "homo_lumo_gap_ev": 9.2
}

Model Q:
{
  "formula": "H14O6S2",
  "method": "the ωB97M-V functional and the def2-TZVPD basis",
  "elements": ["S", "S", "H", "H", "O", "H", "H", "O", "H", "H", "O", "H", "H", "O", "H", "H", "O", "H", "H", "O", "H", "H"],
  "xyz": [[-1.286, 0.698, -2.486], [-2.622, 2.161, -3.163], [-1.430, -0.145, -3.417], [-2.013, 2.954, -4.098], [0.218, -1.252, 3.184], [-0.175, -1.827, 3.865], [0.128, -1.723, 2.330], [-0.090, 0.916, 1.288], [0.396, 0.530, 2.009], [-0.466, 0.217, 0.733], [2.605, -0.907, -0.822], [3.567, -0.639, -0.993], [2.215, -0.110, -1.079], [2.336, 1.855, -1.535], [1.612, 2.380, -1.359], [2.696, 1.874, -0.654], [0.466, -2.396, 0.565], [1.172, -1.819, 0.233], [-0.056, -2.733, -0.163], [-3.096, -0.387, 1.926], [-2.322, 0.137, 2.074], [-3.855, 0.217, 1.564]],
  "lowdin_charge": [0.279, 0.225, -0.268, -0.190, -0.081, 0.056, 0.002, -0.065, 0.004, 0.010, -0.056, 0.102, -0.045, -0.016, 0.000, 0.048, -0.048, 0.012, 0.054, -0.098, -0.022, 0.097],
  "smiles": "SS.O.O.O.O.O.O",
  "homo_lumo_gap_ev": 9.8
}

Stability, highest: model Q

Model P:
{
  "formula": "C19H35IrNO2P2",
  "method": "the ωB97M-V functional and the def2-TZVPD basis",
  "elements": ["P", "P", "C", "C", "H", "H", "H", "H", "C", "H", "H", "H", "C", "H", "H", "H", "C", "H", "H", "H", "C", "H", "H", "H", "Ir", "C", "C", "C", "C", "C", "C", "C", "C", "C", "H", "H", "H", "H", "H", "H", "H", "H", "H", "H", "H", "H", "H", "H", "H", "O", "C", "C", "C", "C", "O", "N", "H", "H", "H", "H"],
  "xyz": [[0.067, -2.248, -2.112], [0.274, 1.707, -2.009], [-0.367, -0.930, -3.272], [0.484, 0.361, -3.292], [-1.447, -0.709, -3.206], [-0.247, -1.407, -4.258], [1.560, 0.116, -3.339], [0.251, 0.889, -4.236], [-1.170, 2.600, -2.730], [-1.519, 3.365, -2.016], [-1.996, 1.911, -2.971], [-0.821, 3.060, -3.668], [1.622, 2.844, -2.475], [1.352, 3.278, -3.452], [2.568, 2.285, -2.556], [1.702, 3.639, -1.715], [-1.197, -3.520, -2.438], [-1.187, -4.291, -1.657], [-1.012, -4.008, -3.404], [-2.205, -3.078, -2.460], [1.608, -3.073, -2.490], [2.412, -2.344, -2.645], [1.471, -3.681, -3.392], [1.882, -3.732, -1.653], [1.633, -0.804, 3.663], [0.054, 1.883, -0.251], [-1.321, 1.579, 0.125], [-2.100, 0.571, -0.570], [-2.039, -0.811, 0.136], [-1.089, -1.762, -0.420], [0.350, -1.564, -0.544], [1.381, -0.370, -0.412], [1.080, 0.875, 0.413], [1.253, -2.648, 3.403], [0.371, 2.895, 0.044], [-1.720, 1.999, 1.038], [-1.789, 0.426, -1.622], [-3.160, 0.877, -0.611], [-1.758, -0.685, 1.194], [-3.054, -1.239, 0.101], [-1.367, -2.781, -0.130], [0.797, -2.338, 0.099], [1.774, -0.065, -1.401], [2.274, -0.812, 0.074], [0.742, 0.611, 1.423], [2.033, 1.405, 0.596], [1.947, -3.279, 3.970], [1.223, -2.938, 2.339], [0.240, -2.792, 3.825], [2.351, 1.016, 4.164], [1.149, 1.419, 4.285], [0.410, 2.396, 5.135], [-1.066, 1.976, 4.954], [-1.076, 0.857, 3.921], [-2.012, 0.314, 3.369], [0.306, 0.598, 3.638], [0.731, 2.336, 6.186], [0.567, 3.426, 4.794], [-1.493, 1.588, 5.890], [-1.706, 2.806, 4.628]],
  "mulliken_spin": [0.109, 0.039, 0.008, -0.001, 0.002, -0.007, 0.001, 0.000, 0.012, 0.009, -0.003, 0.001, 0.003, 0.000, 0.000, 0.000, 0.027, 0.001, 0.008, -0.005, 0.054, 0.000, 0.003, -0.002, 2.659, 0.153, 0.538, 0.191, 0.096, 0.646, -0.004, -0.027, 0.241, -0.012, 0.020, -0.061, -0.075, 0.032, 0.074, -0.017, -0.007, 0.044, 0.009, 0.004, -0.116, -0.007, 0.039, 0.000, 0.064, 0.055, -0.029, -0.001, 0.007, -0.018, 0.036, 0.199, 0.002, 0.002, 0.002, -0.001],
  "spin_multiplicity": 6,
  "total_charge": 2,
  "s2": 8.766,
  "homo_lumo_gap_ev": [6.5, 6.5]
}

Model Q:
{
  "formula": "C19H35IrNO2P2",
  "method": "the ωB97M-V functional and the def2-TZVPD basis",
  "elements": ["P", "P", "C", "C", "H", "H", "H", "H", "C", "H", "H", "H", "C", "H", "H", "H", "C", "H", "H", "H", "C", "H", "H", "H", "Ir", "C", "C", "C", "C", "C", "C", "C", "C", "C", "H", "H", "H", "H", "H", "H", "H", "H", "H", "H", "H", "H", "H", "H", "H", "O", "C", "C", "C", "C", "O", "N", "H", "H", "H", "H"],
  "xyz": [[-2.052, 1.081, 1.470], [-1.207, -1.833, 0.810], [-2.666, 0.270, -0.036], [-2.844, -1.202, 0.143], [-1.928, 0.545, -0.817], [-3.624, 0.733, -0.272], [-3.611, -1.527, 0.846], [-2.985, -1.615, -0.862], [-1.009, -2.643, -0.846], [-0.176, -3.349, -0.951], [-1.104, -2.002, -1.740], [-1.926, -3.277, -0.822], [-1.116, -3.447, 1.611], [-1.779, -4.094, 1.026], [-1.413, -3.397, 2.665], [-0.067, -3.793, 1.528], [-2.116, 2.657, 0.413], [-1.912, 3.592, 0.957], [-3.177, 2.744, 0.083], [-1.541, 2.644, -0.533], [-3.577, 1.589, 2.323], [-3.911, 0.933, 3.143], [-4.310, 1.716, 1.519], [-3.427, 2.607, 2.709], [-0.817, -0.456, 2.353], [1.269, -0.823, -2.939], [0.589, -0.496, -4.084], [0.760, 0.759, -4.926], [1.525, 1.824, -4.166], [0.568, 2.488, -3.244], [0.677, 2.306, -1.938], [1.156, 1.114, -1.089], [1.842, -0.110, -1.752], [-0.965, 1.014, 3.894], [1.453, -1.901, -2.834], [-0.107, -1.275, -4.467], [-0.234, 1.104, -5.260], [1.276, 0.453, -5.855], [2.263, 1.293, -3.552], [2.053, 2.567, -4.808], [-0.271, 3.005, -3.736], [0.448, 3.158, -1.277], [0.344, 0.674, -0.480], [1.830, 1.490, -0.326], [2.914, 0.095, -1.870], [1.923, -0.864, -0.928], [-0.330, 0.740, 4.763], [-2.028, 1.039, 4.224], [-0.695, 1.984, 3.367], [0.741, -1.551, 2.867], [1.911, -1.103, 2.520], [3.226, -1.754, 2.944], [4.268, -0.905, 2.249], [3.471, 0.303, 1.778], [3.931, 1.381, 1.432], [2.096, -0.014, 1.792], [3.318, -1.633, 4.035], [3.308, -2.816, 2.701], [5.107, -0.618, 2.891], [4.658, -1.402, 1.353]],
  "mulliken_spin": [0.054, 0.121, -0.045, 0.042, 0.009, 0.000, 0.009, 0.003, 0.018, 0.003, 0.006, 0.002, 0.028, 0.005, 0.002, -0.003, 0.019, 0.002, -0.001, -0.024, 0.004, -0.002, 0.002, 0.001, 1.283, 0.321, 0.349, 0.111, 0.088, 0.874, 0.704, 0.282, 0.077, 0.246, -0.007, 0.019, 0.023, 0.048, -0.021, 0.029, 0.030, -0.007, -0.009, 0.011, 0.089, -0.007, 0.035, -0.002, 0.002, 0.088, -0.034, 0.011, 0.003, 0.010, 0.010, 0.087, 0.000, 0.000, 0.001, 0.000],
  "spin_multiplicity": 6,
  "total_charge": 2,
  "s2": 8.768,
  "homo_lumo_gap_ev": [4.6, 4.7]
}

Stability, highest: model P